[1]
{"formula": "C9H14N2OS", "method": "ωB97M-V/def2-TZVPD", "species": ["H", "C", "C", "H", "H", "H", "H", "N", "H", "S", "C", "H", "H", "C", "C", "H", "H", "O", "C", "C", "H", "H", "C", "H", "C", "N", "H"], "positions_angstrom": [[-4.3990, -1.3483, 1.5305], [-1.1714, -0.1323, 1.6437], [-1.4106, -1.5868, -0.2309], [-1.0426, -1.9665, -1.0962], [-0.4862, 0.4939, 2.2606], [3.9659, -0.5965, 1.8827], [-0.1982, 0.4540, -3.0419], [0.2637, 1.1229, -1.1278], [0.2813, 2.0768, 0.6192], [0.9902, -0.5389, -0.0835], [-2.4746, -0.4165, 2.1266], [0.2902, 2.0565, -2.8979], [3.8304, 0.2227, 0.2114], [-3.2957, -1.1673, 1.2946], [3.4397, -0.5628, 0.8349], [-3.4748, -2.2168, -0.5258], [-2.8804, 0.2047, 2.8919], [1.3041, -1.5726, -1.0568], [0.5098, 1.0964, -2.5738], [-2.8170, -1.6644, 0.1251], [0.1536, 3.0904, -0.8936], [1.6115, 2.5062, -0.3315], [0.5944, 2.2489, -0.3685], [1.4973, 0.8838, -2.9864], [-0.6493, -0.7494, 0.5010], [2.0011, -0.3781, 1.0460], [3.5667, -1.5601, 0.2465]], "atomic_forces_ev_per_a": [[1.715, 0.418, -0.196], [0.266, 0.120, 1.775], [-4.042, 1.150, 1.740], [0.848, -1.424, -2.383], [-0.690, -0.442, -0.597], [-1.022, 0.045, -2.184], [-0.470, -0.759, -0.299], [0.979, -4.265, 0.010], [-0.797, 0.369, 1.377], [0.970, 1.302, -1.155], [1.626, 1.038, -2.003], [-0.537, 2.099, -0.774], [0.473, 0.408, -0.020], [-2.119, -0.056, 0.750], [0.006, -2.122, 0.458], [-0.045, -0.132, -0.113], [-0.074, -0.142, 0.853], [-0.576, 0.521, -0.477], [0.565, -0.721, 1.304], [2.273, -1.208, -1.204], [-0.638, 0.462, 0.491], [1.989, 0.201, 0.115], [0.045, 0.798, -1.295], [0.354, -0.252, 0.529], [0.189, 0.159, 2.000], [-1.530, 0.854, 0.088], [0.241, 1.577, 1.210]], "e_homo_ev": -8.351, "smiles": "CN=[S@@](=O)(c1ccccc1)N(C)C", "homo_lumo_gap_ev": 9.06, "charge": 0, "relative_energy_ev": 5.8642}

---

[2]
{"formula": "C9H14N2P", "method": "ωB97M-V/def2-TZVPD", "species": ["C", "C", "H", "C", "C", "H", "H", "H", "C", "H", "P", "N", "C", "C", "H", "H", "H", "H", "C", "H", "H", "C", "H", "N", "H", "H"], "positions_angstrom": [[3.3690, -0.4150, -1.6796], [-3.1073, 0.6224, 2.8364], [1.6628, -0.9846, -2.9537], [-0.8198, 0.4135, 2.0862], [1.9211, -0.2545, -2.1124], [-0.7468, -2.4804, 0.3137], [-0.1272, 0.9876, 2.6766], [-4.8825, -0.3955, 3.1439], [-0.5469, -0.0249, 0.7309], [0.6142, 1.2868, -2.8574], [-1.4253, -1.4015, -0.1207], [-1.9844, 0.4496, 2.5478], [-0.1029, -1.4000, -1.3697], [-4.4075, 0.5362, 3.4752], [3.4228, -1.3296, -0.9561], [-5.1423, 1.2797, 3.2921], [1.5474, 0.6231, 0.5183], [0.0144, -1.9236, -2.3133], [1.6256, 1.2173, -2.3727], [-4.1834, 0.5744, 4.5184], [3.7853, 0.5473, -1.3487], [0.7306, 0.1549, 0.1048], [1.6789, 1.8495, -1.5117], [0.9557, -0.6028, -1.0053], [2.2006, 1.5377, -3.1989], [3.9476, -0.8675, -2.4442]], "atomic_forces_ev_per_a": [[-0.530, -2.106, 1.741], [1.015, 0.208, -0.260], [0.348, 1.365, 1.054], [4.445, -0.141, -3.164], [0.154, -0.094, 0.396], [0.790, -1.255, 1.402], [0.605, -0.041, -0.185], [0.205, -0.139, 0.533], [2.974, -0.804, 1.239], [0.429, 0.076, 0.946], [-0.723, 1.937, -1.629], [-6.452, 0.420, 1.430], [2.416, 1.382, 0.726], [0.260, -1.170, -0.538], [0.026, 2.083, -0.426], [-0.130, 1.173, -0.620], [1.497, 1.381, 0.831], [-0.403, 0.041, 0.205], [-2.203, -1.115, -2.188], [-0.139, -0.452, 0.960], [0.109, -0.739, 0.258], [-3.204, -1.072, 1.044], [0.272, 0.248, 0.356], [-3.716, -2.147, -2.349], [1.320, 0.646, -0.511], [0.635, 0.313, -1.249]], "e_homo_ev": [-10.514, -10.512], "homo_lumo_gap_ev": [6.27, 6.26], "charge": 1, "relative_energy_ev": 1.2727}

---

[3]
{"formula": "C9H14N3S", "method": "ωB97M-V/def2-TZVPD", "species": ["C", "N", "C", "C", "C", "C", "H", "H", "H", "H", "N", "H", "H", "C", "C", "H", "H", "H", "H", "H", "N", "H", "H", "C", "S", "H", "C"], "positions_angstrom": [[2.8077, -1.4393, -0.3004], [-0.9562, -0.7457, 1.6974], [0.0888, 1.1638, -0.1503], [2.1858, 2.1776, 0.4239], [0.7852, -0.0352, -0.4110], [0.8796, 2.3470, 0.1593], [3.8428, 0.8536, 0.5910], [-0.4813, 0.1711, 1.7219], [-0.6555, -0.8682, -1.6183], [3.7938, -1.4129, -0.0304], [0.0710, -1.0972, -1.0251], [0.4562, 3.2872, 0.4567], [-4.1002, 0.3105, -1.5250], [-2.5445, 0.1504, 0.0665], [2.1958, -0.1047, -0.1863], [2.7226, 3.1090, 0.6151], [-4.8496, 0.3638, 0.2065], [2.1115, -2.1535, -0.0035], [2.9735, -1.6419, -1.4334], [0.7221, -1.6761, -1.6659], [-2.1215, -0.7476, 0.9579], [-4.0960, -1.1403, -0.5271], [-2.5827, -1.6102, 1.0865], [2.8511, 1.0000, 0.2241], [-1.6232, 1.4508, -0.6143], [-0.5220, -1.6439, 1.7755], [-3.9550, -0.0682, -0.4913]], "atomic_forces_ev_per_a": [[-0.607, 1.158, -4.581], [-1.155, 1.766, 0.481], [1.389, 1.433, -0.503], [1.298, 2.356, -0.594], [-1.045, 0.989, -1.617], [-2.317, -2.041, 0.721], [0.790, 0.294, -0.231], [-0.126, -1.423, 0.011], [-1.941, 1.196, -1.082], [2.252, -0.562, 1.728], [4.190, -2.274, 0.100], [-0.573, 0.254, -0.425], [0.324, -0.013, 0.826], [-0.077, -0.991, 0.506], [-2.263, -0.942, 0.018], [0.156, -0.482, 0.429], [2.428, -0.840, -1.566], [-0.387, -1.682, 1.124], [-0.546, 0.137, 1.354], [-1.226, 1.095, 1.726], [1.215, 1.758, -1.076], [-0.251, -0.330, -0.030], [-1.270, -0.749, -0.020], [0.366, -0.570, 0.993], [0.330, -0.597, 0.658], [0.464, 0.067, -0.193], [-1.418, 0.991, 1.244]], "e_homo_ev": -11.992, "homo_lumo_gap_ev": 8.17, "charge": 1, "relative_energy_ev": 0.5811}